Entry from the Open Molecules 2025 dataset: a structure of composition C44H39Br3CsIN4O2S2Sb at a distorted geometry (ωB97M-V/def2-TZVPD).

LUMO energy = 1.801 eV
net charge = -1
frontier orbital gap = 0.23400 Ha
strongest force on any atom = 0.038 Eh/bohr
ΔE to the lowest compared entry with this formula, charge and spin = 49.3 kJ/mol

Structure (XYZ):
```
97
Properties=species:S:1:pos:R:3:lowdin_charge:R:1
Cs -0.8081 -1.5623 0.5073 0.757
C 0.3169 -1.1819 4.2705 -0.095
C -0.6921 -0.0916 4.3930 -0.639
N -1.3244 0.4328 3.3857 0.091
C -2.2243 1.3832 3.8172 -0.332
C -2.2810 1.5654 5.1653 -0.365
S -1.1424 0.5468 5.9259 1.053
C -3.0737 2.1089 2.8618 -0.335
C -3.6258 3.3318 3.1026 -0.357
S -4.5538 3.8134 1.7504 1.035
C -4.1252 2.3562 0.9417 -0.656
N -3.3524 1.5706 1.6273 0.115
C -4.5765 2.0684 -0.4499 -0.073
H 0.6926 -1.2308 3.2493 -0.019
H -0.1307 -2.1484 4.5098 0.091
H 1.1634 -1.0239 4.9387 0.074
H -2.9440 2.2118 5.7153 0.070
H -3.4993 3.9530 3.9731 0.071
H -5.5626 2.4869 -0.6513 0.073
H -4.5933 0.9911 -0.5992 0.068
H -3.8690 2.4895 -1.1671 0.056
C 0.2643 -3.0569 -3.0363 -0.025
C -0.5025 -4.1631 -2.3682 -0.325
C -0.3847 -5.5021 -2.8018 -0.016
C -1.0629 -6.4815 -2.1384 -0.038
C -1.8621 -6.1570 -1.0201 -0.197
C -2.5904 -7.1036 -0.2538 -0.648
Br -2.5570 -8.9505 -0.7098 0.709
C -3.3273 -6.6986 0.8201 -0.201
C -3.3795 -5.3495 1.1866 -0.617
Br -4.4233 -4.8772 2.6965 0.722
C -2.7026 -4.3284 0.5047 -0.497
O -2.7223 -3.1040 0.8204 -0.452
C -1.9280 -4.7920 -0.6559 -0.142
N -1.2610 -3.8365 -1.3500 0.075
H 0.8472 -3.4239 -3.8815 0.077
H 0.9596 -2.6013 -2.3252 0.059
H -0.4132 -2.2782 -3.3943 0.064
H 0.2473 -5.7383 -3.6484 0.106
H -0.9869 -7.5149 -2.4494 0.070
H -3.8813 -7.4218 1.4035 0.086
O -4.2409 -2.6423 -5.2986 0.070
C -3.8851 -2.1027 -4.1052 -0.311
C -4.3401 -2.5993 -2.8890 0.012
C -3.9022 -1.9927 -1.7279 -0.122
N -3.0745 -0.9425 -1.7172 0.004
C -2.6813 -0.4931 -2.8842 -0.736
Br -1.4898 1.0001 -2.8340 0.814
C -3.0312 -1.0093 -4.1196 -0.053
H -4.7732 -3.4311 -5.1433 0.110
H -4.9981 -3.4583 -2.8352 0.120
H -4.1780 -2.3737 -0.7520 0.108
H -2.6569 -0.6013 -5.0460 0.113
I 2.5576 -2.4974 1.0413 -0.325
C 3.6991 0.6444 3.3861 -0.090
C 3.8032 2.1115 3.0772 -0.321
C 4.5525 2.9397 3.9082 -0.061
C 4.6192 4.3093 3.6945 -0.099
C 3.9149 4.8738 2.6446 -0.097
C 3.1737 4.0566 1.7997 -0.126
C 3.1302 2.6780 1.9815 -0.332
Sb 1.8588 1.4064 0.7856 1.480
C 3.0039 0.7315 -0.9033 -0.381
C 2.1419 0.3407 -1.9272 -0.190
C 2.6108 -0.1716 -3.1255 -0.096
C 3.9784 -0.3039 -3.3114 -0.086
C 4.8426 0.0595 -2.2925 -0.055
C 4.3790 0.5663 -1.0790 -0.309
C 5.3707 0.8622 0.0080 -0.048
C 0.8759 2.9894 -0.2960 -0.341
C -0.4810 3.0988 0.0093 -0.158
C -1.2846 4.0689 -0.5773 -0.108
C -0.7340 4.9300 -1.5100 -0.090
C 0.6111 4.8231 -1.8348 -0.060
C 1.4336 3.8693 -1.2399 -0.298
C 2.8839 3.8149 -1.6460 -0.053
H 4.2721 0.3856 4.2768 0.081
H 4.0427 0.0083 2.5682 0.022
H 2.6616 0.3447 3.5537 0.044
H 5.0795 2.4981 4.7469 0.104
H 5.2059 4.9323 4.3589 0.095
H 3.9383 5.9440 2.4780 0.096
H 2.6132 4.5123 0.9933 0.082
H 1.0688 0.4373 -1.7985 0.019
H 1.9114 -0.4645 -3.8997 0.097
H 4.3717 -0.6991 -4.2402 0.097
H 5.9116 -0.0636 -2.4290 0.106
H 6.3644 1.0422 -0.4050 0.076
H 5.4355 0.0029 0.6810 0.078
H 5.0826 1.7315 0.5976 0.058
H -0.9293 2.4162 0.7264 0.069
H -2.3283 4.1477 -0.3017 0.074
H -1.3459 5.6881 -1.9847 0.098
H 1.0396 5.5014 -2.5653 0.105
H 3.2091 4.7821 -2.0323 0.079
H 3.0482 3.0628 -2.4209 0.083
H 3.5294 3.5433 -0.8110 0.056
```